# C56H47F3INO6RbSb

C56H47F3INO6RbSb as an isolated structure (ωB97M-V/def2-TZVPD, the OMol25 dataset).

```
116
Properties=species:S:1:pos:R:3
Rb -0.388 -0.155 -0.765
C -2.321 6.423 -1.904
C -1.501 5.931 -0.700
C -1.144 7.115 0.190
O -2.216 4.989 0.043
C -1.958 3.740 -0.593
C -0.436 3.829 -0.962
O -0.346 5.262 -1.173
C 0.819 3.316 -0.144
O 1.074 1.993 -0.450
C 2.075 4.070 -0.657
C 3.212 4.123 0.150
C 4.413 4.638 -0.312
C 4.520 5.098 -1.615
C 3.412 5.022 -2.445
C 2.208 4.516 -1.973
C 0.576 3.563 1.352
C 0.927 4.756 1.983
C 0.684 4.947 3.336
C 0.092 3.942 4.086
C -0.258 2.752 3.467
C -0.023 2.565 2.112
C -2.721 2.516 0.064
O -2.008 1.398 -0.003
C -4.056 2.357 -0.764
C -4.780 3.395 -1.343
C -5.915 3.133 -2.102
C -6.363 1.832 -2.275
C -5.670 0.790 -1.670
C -4.529 1.057 -0.930
C -3.308 2.792 1.494
C -3.211 1.740 2.399
C -3.807 1.796 3.649
C -4.524 2.922 4.027
C -4.648 3.971 3.129
C -4.062 3.902 1.872
H -3.246 6.874 -1.542
H -2.564 5.589 -2.563
H -1.745 7.162 -2.461
H -2.025 7.737 0.355
H -0.362 7.705 -0.290
H -0.789 6.748 1.147
H -2.401 3.800 -1.597
H -0.320 3.332 -1.930
H 3.157 3.744 1.161
H 5.276 4.662 0.346
H 5.460 5.497 -1.982
H 3.481 5.361 -3.473
H 1.362 4.475 -2.644
H 1.407 5.541 1.416
H 0.969 5.881 3.811
H -0.101 4.087 5.143
H -0.728 1.964 4.041
H -0.336 1.653 1.611
H -4.464 4.424 -1.206
H -6.451 3.955 -2.566
H -7.231 1.631 -2.893
H -6.015 -0.233 -1.779
H -3.946 0.263 -0.479
H -2.650 0.871 2.076
H -3.711 0.958 4.332
H -4.987 2.979 5.006
H -5.220 4.852 3.402
H -4.197 4.728 1.191
N 1.692 -2.915 -0.371
H 2.142 -3.592 0.234
H 1.627 -3.327 -1.297
H 0.724 -2.826 -0.052
I -7.841 -4.378 -1.445
C -5.829 -3.738 -1.281
C -5.029 -3.763 -2.409
C -3.705 -3.364 -2.289
C -3.187 -2.967 -1.062
C -4.017 -2.946 0.051
C -5.350 -3.323 -0.052
C -1.711 -2.569 -0.960
O -1.137 -2.280 -2.029
O -1.213 -2.582 0.190
H -5.428 -4.077 -3.365
H -3.049 -3.347 -3.150
H -3.610 -2.624 1.001
H -6.002 -3.294 0.811
F 8.245 3.028 1.747
C 7.035 2.492 1.431
C 6.121 2.266 2.440
C 4.895 1.709 2.103
C 4.573 1.382 0.787
C 5.520 1.642 -0.197
C 6.758 2.193 0.115
Sb 2.726 0.241 0.468
C 3.246 -0.035 -1.605
C 2.982 1.004 -2.495
C 3.362 0.923 -3.830
C 4.008 -0.216 -4.258
F 4.391 -0.308 -5.559
C 4.277 -1.272 -3.411
C 3.884 -1.175 -2.082
C 4.037 -1.441 1.235
C 3.431 -2.230 2.213
C 4.107 -3.256 2.864
C 5.422 -3.487 2.519
F 6.102 -4.489 3.145
C 6.074 -2.731 1.568
C 5.372 -1.706 0.942
H 6.372 2.512 3.464
H 4.171 1.524 2.890
H 5.299 1.422 -1.234
H 7.500 2.385 -0.650
H 2.466 1.888 -2.133
H 3.166 1.731 -4.524
H 4.791 -2.146 -3.791
H 4.069 -2.003 -1.412
H 2.390 -2.040 2.464
H 3.629 -3.866 3.621
H 7.111 -2.938 1.333
H 5.890 -1.094 0.209
```

## Properties
Kohn-Sham gap = 6.01 eV
Spin multiplicity = 1
Energy above the lowest of the compared OMol25 structures with the same formula, charge and spin = 21.5 kcal/mol
Lowest unoccupied orbital energy = 3.12 eV
Charge = -2
M = 1221.12 g mol⁻¹
Highest occupied orbital energy = -2.89 eV
Energy = -96058.130 eV

# C43H41CrN9O8S

C43H41CrN9O8S as an isolated structure (ωB97M-V/def2-TZVPD, the OMol25 dataset).

```
103
Properties=species:S:1:pos:R:3
Cr -1.173 0.100 -0.395
C -2.888 1.852 2.343
C -2.181 0.759 3.102
C -1.798 0.965 4.423
C -1.166 -0.033 5.147
C -0.959 -1.272 4.561
C -1.344 -1.517 3.247
C -1.169 -2.901 2.684
C -1.921 -0.475 2.506
N -2.183 -0.678 1.115
C -3.086 -1.673 0.809
O -3.949 -2.130 1.525
C -2.847 -2.220 -0.576
C -3.484 -3.302 -1.147
C -3.116 -3.671 -2.439
C -2.144 -2.946 -3.121
C -1.556 -1.875 -2.474
N -1.905 -1.553 -1.236
C -0.519 -0.948 -3.049
O -0.097 -1.098 -4.179
N -0.184 0.027 -2.151
C 0.674 1.063 -2.669
C 0.106 2.103 -3.421
C -1.300 2.011 -3.951
C 0.892 3.196 -3.761
C 2.233 3.249 -3.412
C 2.806 2.171 -2.763
C 2.043 1.061 -2.401
C 2.732 -0.134 -1.799
H -3.231 2.627 3.028
H -3.753 1.461 1.803
H -2.226 2.333 1.619
H -2.002 1.923 4.887
H -0.856 0.147 6.168
H -0.501 -2.072 5.131
H -0.318 -3.405 3.145
H -1.027 -2.898 1.603
H -2.062 -3.498 2.881
H -4.239 -3.831 -0.582
H -3.592 -4.518 -2.915
H -1.835 -3.187 -4.129
H -1.994 1.587 -3.231
H -1.313 1.353 -4.824
H -1.664 2.990 -4.264
H 0.449 4.006 -4.329
H 2.834 4.109 -3.679
H 3.867 2.174 -2.538
H 3.570 0.165 -1.166
H 3.122 -0.770 -2.597
H 2.038 -0.731 -1.221
O -1.312 7.164 -1.286
N -2.375 6.712 -0.909
O -3.307 7.359 -0.492
C -2.506 5.239 -0.873
C -3.725 4.741 -1.137
C -3.924 3.326 -1.215
C -5.158 2.759 -1.580
C -5.253 1.398 -1.694
C -4.121 0.619 -1.437
N -2.959 1.124 -1.070
C -2.855 2.471 -0.956
C -1.568 3.023 -0.595
N -0.588 2.144 -0.281
C 0.621 2.607 -0.022
C 0.920 3.967 -0.003
C -0.071 4.874 -0.270
C -1.363 4.407 -0.591
H -4.552 5.414 -1.318
H -6.007 3.401 -1.778
H -6.175 0.916 -1.985
H -4.179 -0.456 -1.542
H 1.391 1.873 0.165
H 1.927 4.288 0.223
H 0.134 5.932 -0.249
C 6.635 -3.885 -0.357
C 6.583 -4.172 1.136
S 4.939 -4.407 1.757
O 4.191 -5.217 0.825
O 5.017 -4.785 3.142
C 4.193 -2.781 1.684
C 2.765 -2.938 2.197
N 1.942 -1.775 1.852
C 1.133 -1.716 0.773
N 0.482 -0.553 0.741
C 0.887 0.155 1.837
C 1.790 -0.583 2.521
N 2.487 -0.196 3.713
O 2.132 0.840 4.229
O 3.327 -0.961 4.153
C 1.043 -2.829 -0.209
H 7.670 -3.898 -0.695
H 6.225 -2.903 -0.595
H 6.080 -4.639 -0.912
H 7.027 -3.384 1.748
H 7.081 -5.107 1.401
H 4.207 -2.471 0.637
H 4.765 -2.082 2.293
H 2.756 -3.078 3.272
H 2.300 -3.803 1.730
H 0.498 1.123 2.100
H 2.034 -3.123 -0.559
H 0.455 -2.518 -1.067
H 0.579 -3.710 0.241
```

## Properties
Kohn-Sham gap (alpha / beta) = 6.84 / 7.08 eV
Spin multiplicity = 2
Energy above the lowest of the compared OMol25 structures with the same formula, charge and spin = 8.5 kcal/mol
Lowest unoccupied orbital energy (alpha / beta) = -4.20 / -4.00 eV
Charge = +1
M = 895.92 g mol⁻¹
Highest occupied orbital energy (alpha / beta) = -11.04 / -11.08 eV
Energy = -114297.240 eV

F_max: 1.109 0.808 (eV/A)